Density functional theory data (the ωB97M-V functional and the def2-TZVPD basis) for 3 unconnected molecules or ions with the total composition C25H28F16N2O8P2 at a distorted geometry.

Computed properties:
HOMO level = -8.42 eV
Lowest unoccupied orbital energy = -1.4 eV
SMILES string = CC(C)CCc1c2c(c(O)c(P(N)O)c1P(=N)(O)O)C(=O)C=CC2=O.FC(F)C(F)(F)COC(F)(F)C(F)F.FC(F)C(F)(F)COC(F)(F)C(F)F
Largest force on an atom = 2.422 eV Å⁻¹
Total charge = 0
Electronic energy = -107797.1475 eV

Last column: Mulliken charge in e.
Element x y z (Å)
C 3.365 -0.042 9.005  0.84
F 3.691 -2.969 7.090  -0.28
H 1.932 -1.283 2.465  0.12
O 4.405 -0.640 8.318  -0.41
C -5.638 -3.070 -8.094  0.19
H 3.316 -1.429 10.674  0.24
C 1.800 5.329 -1.466  0.00
C 0.602 5.749 -2.272  -0.58
O -3.273 -3.072 -7.579  -0.40
H -2.387 -4.332 -6.168  0.34
H 2.249 -0.906 4.938  -0.10
P 1.559 -0.444 0.547  0.70
C -2.465 0.017 -1.619  1.67
C 2.255 -1.683 5.710  0.53
H -2.068 -0.885 -2.096  0.05
H 0.392 6.813 -2.293  0.42
O 0.098 2.698 -3.827  -0.54
H -3.805 -0.076 0.134  0.49
F 1.769 -2.825 5.160  -0.28
O 2.686 6.140 -1.272  -0.53
O 2.198 1.452 3.376  -0.42
H -2.458 -1.205 0.215  0.19
H -1.652 1.471 -2.914  0.32
C -4.044 -3.442 -4.142  0.07
F 4.426 -2.282 5.163  -0.31
H 4.140 4.342 0.658  0.32
C 0.949 1.666 -1.088  -0.15
C -2.748 -0.199 -0.101  -1.43
H -1.628 2.030 -1.246  0.45
H 2.952 -1.339 -0.793  0.37
H -3.483 -4.297 -3.754  0.27
C 0.050 0.705 -1.864  -0.96
H -5.535 -2.306 -8.867  0.24
H -2.121 0.488 0.469  0.23
H -4.611 -0.230 -1.792  0.51
F -6.652 -3.901 -8.423  -0.26
N 2.477 -0.898 1.704  -0.63
H 5.446 -0.861 6.641  0.44
H 0.066 -0.313 -1.483  0.48
F -3.829 -1.472 -5.441  -0.29
F -4.443 -2.686 -3.091  -0.23
C 2.466 3.557 0.201  0.54
O 0.024 -0.780 0.905  -0.40
H -1.631 -2.809 -6.494  0.42
O 1.987 -1.276 -0.774  -0.57
C 2.427 2.294 0.732  0.12
H -3.859 0.074 -3.340  0.20
N 3.965 3.420 2.955  -0.54
C -2.602 -3.277 -6.337  -0.93
F -5.965 -2.466 -6.937  -0.21
C 2.634 -1.032 9.919  0.18
O 3.207 4.559 0.785  -0.66
C 1.666 1.311 0.052  0.08
C 0.310 3.400 -2.856  0.62
C -4.339 -3.871 -7.956  0.80
C 1.767 3.913 -0.932  0.56
F 2.529 0.590 8.163  -0.28
F -2.099 -2.195 -4.338  -0.34
F 2.126 -2.061 9.219  -0.21
H 4.111 0.222 6.437  0.43
C 4.395 -0.726 6.893  -0.84
C -3.174 -2.596 -5.077  1.13
F -4.034 -4.375 -9.170  -0.30
C -3.823 0.349 -2.284  -1.78
C 1.018 2.962 -1.594  0.18
F -5.157 -3.893 -4.745  -0.23
C -1.463 1.154 -1.884  -1.41
C 3.672 -1.920 6.237  0.86
H 0.013 -1.738 1.059  0.30
F 3.915 0.913 9.788  -0.30
H 0.411 0.659 -2.891  0.52
H 1.355 1.716 2.980  0.35
F -4.470 -4.922 -7.128  -0.28
F 1.605 -0.407 10.536  -0.26
H 4.113 3.250 3.947  0.30
C -0.111 4.841 -2.916  -0.69
H -4.091 1.397 -2.110  0.42
H 3.289 4.182 2.911  0.26
F 1.397 -1.334 6.687  -0.25
P 3.386 1.939 2.291  0.11
H -0.958 5.164 -3.513  0.42

---

Density functional theory data (the ωB97M-V functional and the def2-TZVPD basis) for 4 unconnected molecules or ions with the total composition C25H28IN2 at a distorted geometry.

Computed properties:
HOMO level = -10.37 eV
Lowest unoccupied orbital energy = -5.8 eV
Largest force on an atom = 6.499 eV Å⁻¹
Total charge = +1
Electronic energy = -37445.2048 eV

Last column: Mulliken charge in e.
Element x y z (Å)
C -3.144 -5.326 1.646  -0.21
C 4.136 1.792 -1.036  0.04
H -1.393 -6.017 0.193  0.35
H -7.242 -3.021 2.853  0.39
C 1.880 2.377 -1.673  -0.37
C 7.944 3.423 -1.185  -0.35
H -5.036 -7.912 -1.179  0.31
H 11.141 2.946 -0.128  0.35
C -5.308 -6.577 0.588  -0.20
C 3.205 2.749 -1.441  -0.38
H -5.036 1.237 -0.490  -0.34
C -4.315 2.031 -0.669  0.49
C 9.561 3.810 1.055  -0.34
H 7.315 3.277 -2.059  0.39
H -4.158 5.402 -1.091  0.37
N -3.205 -7.087 -0.591  -0.48
C -5.718 -4.844 2.919  -0.60
H -5.803 3.589 -0.684  0.35
C 10.095 3.240 -0.101  -0.37
C -2.959 1.727 -0.790  -0.45
H 2.118 -0.944 -0.986  0.34
N -4.542 -7.280 -0.480  0.18
C -2.034 2.747 -1.012  0.28
H -7.084 -3.999 1.245  0.30
C -2.465 4.070 -1.116  -0.49
H -2.624 0.697 -0.712  0.35
H -5.044 -4.351 3.771  0.31
H 4.472 -0.282 -0.561  0.36
H 7.800 4.620 1.995  0.35
H 3.511 3.783 -1.575  0.35
H -0.977 2.511 -1.103  -0.08
H 10.192 3.964 1.926  0.35
C 2.422 0.091 -1.110  -0.40
C 3.745 0.464 -0.873  -0.54
H -2.537 -4.625 2.363  0.34
H -6.551 -5.529 3.380  0.32
C 7.407 3.984 -0.026  -0.25
C -3.822 4.372 -1.003  -0.31
H 1.154 3.124 -1.984  0.37
C -4.798 -5.574 1.771  0.31
H -4.696 -2.082 2.445  0.36
I -6.330 -0.826 0.430  0.09
H -6.485 -6.780 0.580  0.36
C -5.355 -2.497 1.541  -0.81
H -4.606 -2.970 0.776  0.33
C -6.460 -3.553 2.159  -0.49
H -1.743 4.865 -1.286  0.36
C 9.287 3.050 -1.222  -0.37
H 0.456 0.761 -1.686  0.35
C -2.565 -6.172 0.373  -0.12
C -4.747 3.353 -0.776  -0.60
H 5.166 2.083 -0.849  0.19
C 8.217 4.180 1.093  -0.45
H 9.705 2.611 -2.124  0.36
C 1.489 1.049 -1.506  -0.31
H 6.360 4.270 0.005  0.35

---

Density functional theory data (the ωB97M-V functional and the def2-TZVPD basis) for a molecular structure, C25H28MgN6OS.

Computed properties:
HOMO level = -12.65 eV
Lowest unoccupied orbital energy = -4.6 eV
Largest force on an atom = 0.330 eV Å⁻¹
Total charge = +2
ΔE to the lowest compared entry with this formula, charge and spin = 0.000 eV
Electronic energy = -53640.6389 eV

Last column: Mulliken charge in e.
Element x y z (Å)
C 1.078 -5.177 -2.122  -0.37
H -2.662 -3.247 1.921  0.49
C -0.421 -3.640 -1.090  0.55
H 1.274 -6.009 -2.785  0.45
C 2.417 -0.023 -3.107  -1.25
H -1.307 -1.153 5.914  0.45
H 1.962 7.971 0.270  0.41
H -2.050 3.082 -2.623  0.47
H 2.003 -0.965 -3.465  0.28
C -1.706 -2.834 1.583  -1.16
C -3.593 1.716 -1.989  -0.35
C 2.115 -4.576 -1.419  -0.94
Mg -0.036 -0.957 0.116  0.56
H -3.920 -1.831 -0.069  0.45
C 1.602 4.102 0.610  0.19
H -1.046 -5.164 -2.463  0.51
C 1.849 6.903 0.369  -0.64
H -3.202 -0.928 1.259  0.47
H 1.002 0.569 2.749  0.33
H 3.378 0.155 -3.581  0.48
S 1.560 2.404 0.715  -0.31
C -1.562 -1.969 3.944  -1.05
H 1.726 0.773 -3.382  0.27
C 1.819 -3.510 -0.597  -0.43
C 2.812 6.066 -0.096  -0.24
H 3.686 0.313 -0.025  0.24
N -0.230 -0.998 2.219  0.27
N -1.847 -2.165 0.277  0.80
C -2.292 2.185 -2.072  -0.96
H -0.262 1.810 -1.445  0.33
N 3.654 0.176 -1.023  -0.28
H 0.396 0.512 5.148  0.45
H -2.194 -2.611 -1.733  0.50
H -2.500 -3.961 -0.647  0.54
O 1.471 -0.317 -0.947  -0.71
C 0.292 -0.158 3.122  0.08
H -1.015 -3.669 1.461  0.46
C -0.210 -4.706 -1.950  -1.03
H -0.059 6.962 1.381  0.41
C 2.493 -0.064 -1.613  0.84
H -4.400 2.241 -2.484  0.44
C 0.600 4.968 1.106  -0.56
N -1.533 0.361 -0.736  0.15
H -0.256 4.522 1.588  0.40
H 2.599 -3.010 -0.035  0.50
N 0.575 -3.035 -0.436  0.59
H 4.465 0.415 -1.567  0.23
C -1.151 -1.892 2.628  0.75
C -1.292 1.477 -1.433  -0.03
C -0.058 -0.186 4.460  -0.89
H -2.310 -2.694 4.234  0.49
C 0.722 6.325 0.987  -0.19
H 3.398 4.113 -0.294  0.21
H 3.722 6.392 -0.576  0.41
C -1.001 -1.108 4.878  -0.32
H -4.855 0.174 -1.169  0.49
N 2.662 4.723 0.032  -0.05
C -3.851 0.565 -1.261  -1.09
C -2.795 -0.080 -0.643  0.91
C -3.023 -1.286 0.241  -1.36
H 3.132 -4.931 -1.502  0.47
C -1.823 -3.119 -0.838  -1.11

---

Q: electronic energy of number 1 (C25H28F16N2O8P2)?
A: -107797.1475 eV

---

Please write out number 3 again, unchanged.
Density functional theory data (the ωB97M-V functional and the def2-TZVPD basis) for a molecular structure, C25H28MgN6OS.

Computed properties:
HOMO level = -12.65 eV
Lowest unoccupied orbital energy = -4.6 eV
Largest force on an atom = 0.330 eV Å⁻¹
Total charge = +2
ΔE to the lowest compared entry with this formula, charge and spin = 0.000 eV
Electronic energy = -53640.6389 eV

Last column: Mulliken charge in e.
Element x y z (Å)
C 1.078 -5.177 -2.122  -0.37
H -2.662 -3.247 1.921  0.49
C -0.421 -3.640 -1.090  0.55
H 1.274 -6.009 -2.785  0.45
C 2.417 -0.023 -3.107  -1.25
H -1.307 -1.153 5.914  0.45
H 1.962 7.971 0.270  0.41
H -2.050 3.082 -2.623  0.47
H 2.003 -0.965 -3.465  0.28
C -1.706 -2.834 1.583  -1.16
C -3.593 1.716 -1.989  -0.35
C 2.115 -4.576 -1.419  -0.94
Mg -0.036 -0.957 0.116  0.56
H -3.920 -1.831 -0.069  0.45
C 1.602 4.102 0.610  0.19
H -1.046 -5.164 -2.463  0.51
C 1.849 6.903 0.369  -0.64
H -3.202 -0.928 1.259  0.47
H 1.002 0.569 2.749  0.33
H 3.378 0.155 -3.581  0.48
S 1.560 2.404 0.715  -0.31
C -1.562 -1.969 3.944  -1.05
H 1.726 0.773 -3.382  0.27
C 1.819 -3.510 -0.597  -0.43
C 2.812 6.066 -0.096  -0.24
H 3.686 0.313 -0.025  0.24
N -0.230 -0.998 2.219  0.27
N -1.847 -2.165 0.277  0.80
C -2.292 2.185 -2.072  -0.96
H -0.262 1.810 -1.445  0.33
N 3.654 0.176 -1.023  -0.28
H 0.396 0.512 5.148  0.45
H -2.194 -2.611 -1.733  0.50
H -2.500 -3.961 -0.647  0.54
O 1.471 -0.317 -0.947  -0.71
C 0.292 -0.158 3.122  0.08
H -1.015 -3.669 1.461  0.46
C -0.210 -4.706 -1.950  -1.03
H -0.059 6.962 1.381  0.41
C 2.493 -0.064 -1.613  0.84
H -4.400 2.241 -2.484  0.44
C 0.600 4.968 1.106  -0.56
N -1.533 0.361 -0.736  0.15
H -0.256 4.522 1.588  0.40
H 2.599 -3.010 -0.035  0.50
N 0.575 -3.035 -0.436  0.59
H 4.465 0.415 -1.567  0.23
C -1.151 -1.892 2.628  0.75
C -1.292 1.477 -1.433  -0.03
C -0.058 -0.186 4.460  -0.89
H -2.310 -2.694 4.234  0.49
C 0.722 6.325 0.987  -0.19
H 3.398 4.113 -0.294  0.21
H 3.722 6.392 -0.576  0.41
C -1.001 -1.108 4.878  -0.32
H -4.855 0.174 -1.169  0.49
N 2.662 4.723 0.032  -0.05
C -3.851 0.565 -1.261  -1.09
C -2.795 -0.080 -0.643  0.91
C -3.023 -1.286 0.241  -1.36
H 3.132 -4.931 -1.502  0.47
C -1.823 -3.119 -0.838  -1.11